1.
C5H10O in the gas phase, computed with ωB97M-V/def2-TZVPD.

Element x y z (Å)
O: -2.414 0.163 0.468
C: -1.337 0.343 -0.448
C: -0.196 -0.907 -0.369
C: 1.094 -0.828 0.502
C: 1.462 0.597 0.135
C: -0.012 1.212 -0.003
H: -2.742 -0.751 0.343
H: -1.726 0.109 -1.451
H: -0.875 -1.674 -0.078
H: 0.157 -0.994 -1.405
H: 1.851 -1.599 0.250
H: 0.895 -0.928 1.576
H: 2.069 1.154 0.879
H: 2.042 0.621 -0.802
H: -0.306 1.402 1.022
H: 0.039 2.082 -0.619

Properties
HOMO-LUMO gap = 0.3635 Ha
calculated total energy = -7391.9154 eV
SMILES string = OC1CCCC1
lowest unoccupied orbital energy = 0.99 eV
energy relative to the best compared isomer or geometry (same formula, charge and spin) = 275.0 kJ/mol



2.
C5H10O in the gas phase, computed with ωB97M-V/def2-TZVPD.

Element x y z (Å)
C: -0.465 -0.429 1.949
C: -0.257 0.567 0.807
C: -0.169 -0.106 -0.566
C: 0.068 0.884 -1.729
C: 0.941 -1.131 -0.648
O: 1.875 -1.223 0.112
H: 0.398 -1.095 2.036
H: -0.590 0.087 2.906
H: -1.357 -1.046 1.782
H: -1.080 1.294 0.789
H: 0.663 1.137 0.982
H: -1.106 -0.650 -0.761
H: 0.602 1.771 -1.376
H: 0.676 0.437 -2.525
H: -0.871 1.206 -2.184
H: 0.866 -1.804 -1.532

Properties
HOMO-LUMO gap = 0.3947 Ha
calculated total energy = -7394.3680 eV
SMILES string = CC[C@@H](C)C=O
lowest unoccupied orbital energy = 1.02 eV
energy relative to the best compared isomer or geometry (same formula, charge and spin) = 38.3 kJ/mol



3.
2 unconnected molecules or ions with the total composition C5H10O, computed with ωB97M-V/def2-TZVPD.

Element x y z (Å)
C: -0.745 1.332 -0.895
C: -1.069 0.191 0.126
C: -1.866 -0.931 -0.543
C: 0.305 -0.094 0.575
C: 3.156 -0.343 1.366
O: 3.639 -1.322 0.856
H: -0.251 2.182 -0.419
H: -1.699 1.671 -1.312
H: -0.128 0.978 -1.728
H: -1.651 0.670 0.924
H: -2.875 -0.603 -0.818
H: -1.965 -1.793 0.126
H: -1.357 -1.270 -1.454
H: 0.658 -0.953 -0.043
H: 3.164 0.648 0.872
H: 2.682 -0.363 2.366

Properties
HOMO-LUMO gap = 0.3132 Ha
calculated total energy = -7389.8317 eV
lowest unoccupied orbital energy = -0.44 eV
energy relative to the best compared isomer or geometry (same formula, charge and spin) = 476.0 kJ/mol



4.
C5H10O in the gas phase, computed with ωB97M-V/def2-TZVPD.

Element x y z (Å)
C: -2.291 0.751 0.012
C: -1.405 -0.503 -0.196
C: -0.021 -0.123 0.314
O: 0.051 0.795 1.106
C: 1.281 -0.794 -0.107
C: 2.397 0.252 -0.057
H: -3.346 0.548 -0.168
H: -2.190 1.120 1.042
H: -1.963 1.587 -0.618
H: -1.352 -0.943 -1.209
H: -1.806 -1.316 0.425
H: 1.219 -1.289 -1.083
H: 1.476 -1.586 0.630
H: 2.349 0.773 0.901
H: 3.388 -0.190 -0.179
H: 2.252 1.005 -0.840

Properties
HOMO-LUMO gap = 0.3870 Ha
calculated total energy = -7394.4657 eV
SMILES string = CCC(=O)CC
lowest unoccupied orbital energy = 0.96 eV
energy relative to the best compared isomer or geometry (same formula, charge and spin) = 28.9 kJ/mol



5.
C5H10O in the gas phase, computed with ωB97M-V/def2-TZVPD.

Element x y z (Å)
C: -0.224 2.096 0.681
C: -0.677 0.768 0.111
O: -1.814 0.599 -0.276
C: 0.344 -0.367 0.011
C: 0.582 -0.671 -1.475
C: -0.171 -1.609 0.742
H: -0.096 2.002 1.766
H: 0.744 2.407 0.273
H: -0.980 2.856 0.480
H: 1.288 -0.043 0.467
H: 0.956 0.206 -2.016
H: -0.359 -0.984 -1.940
H: 1.314 -1.479 -1.588
H: -1.141 -1.907 0.333
H: -0.294 -1.431 1.816
H: 0.529 -2.443 0.616

Properties
HOMO-LUMO gap = 0.3869 Ha
calculated total energy = -7394.7450 eV
SMILES string = CC(=O)C(C)C
lowest unoccupied orbital energy = 0.99 eV
energy relative to the best compared isomer or geometry (same formula, charge and spin) = 2.0 kJ/mol



6.
2 unconnected molecules or ions with the total composition C5H10O, computed with ωB97M-V/def2-TZVPD.

Element x y z (Å)
C: -0.908 0.596 1.106
C: -0.025 -0.284 0.641
C: 0.925 0.014 -0.490
C: 2.215 0.604 0.078
H: -1.602 0.364 1.910
H: -1.033 1.569 0.634
H: 0.058 -1.262 1.118
H: 1.155 -0.889 -1.071
H: 0.466 0.723 -1.191
H: 2.673 -0.090 0.790
H: 1.984 1.528 0.617
H: 2.939 0.825 -0.711
C: -2.213 -0.932 -0.828
O: -2.699 0.104 -1.200
H: -2.498 -1.435 0.117
H: -1.453 -1.473 -1.425

Properties
HOMO-LUMO gap = 0.3889 Ha
calculated total energy = -7392.8521 eV
SMILES string = C=CCC.C=O
lowest unoccupied orbital energy = 0.90 eV
energy relative to the best compared isomer or geometry (same formula, charge and spin) = 184.6 kJ/mol



7.
C5H10O in the gas phase, computed with ωB97M-V/def2-TZVPD.

Element x y z (Å)
C: 1.707 -0.147 -1.003
C: 1.405 0.053 0.480
C: -0.014 -0.374 0.863
C: -1.082 0.535 0.279
C: -2.327 0.039 -0.314
O: -2.311 0.598 0.989
H: 0.998 0.403 -1.633
H: 1.634 -1.208 -1.270
H: 2.715 0.196 -1.259
H: 1.544 1.109 0.749
H: 2.127 -0.515 1.077
H: -0.126 -0.357 1.953
H: -0.184 -1.412 0.546
H: -0.728 1.513 -0.058
H: -2.851 0.626 -1.068
H: -2.505 -1.035 -0.353

Properties
HOMO-LUMO gap = 0.4166 Ha
calculated total energy = -7393.4196 eV
SMILES string = CCC[C@H]1CO1
lowest unoccupied orbital energy = 1.17 eV
energy relative to the best compared isomer or geometry (same formula, charge and spin) = 129.8 kJ/mol



8.
2 unconnected molecules or ions with the total composition C5H10O, computed with ωB97M-V/def2-TZVPD.

Element x y z (Å)
C: -1.503 0.975 -0.825
C: -0.369 0.118 -1.197
C: -0.719 -1.270 1.416
C: 0.968 0.600 -1.039
O: 1.247 1.472 -1.866
C: 1.973 -0.015 -0.098
H: -1.557 1.619 -1.720
H: -1.383 1.637 0.044
H: -2.450 0.434 -0.781
H: -0.606 -1.424 0.336
H: -0.480 -0.236 1.680
H: -0.044 -1.945 1.945
H: -1.753 -1.484 1.693
H: 1.827 0.361 0.921
H: 1.876 -1.105 -0.073
H: 2.973 0.263 -0.436

Properties
HOMO-LUMO gap = 0.3117 Ha
calculated total energy = -7391.0116 eV
lowest unoccupied orbital energy = -0.31 eV
energy relative to the best compared isomer or geometry (same formula, charge and spin) = 362.2 kJ/mol



9.
3 unconnected molecules or ions with the total composition C5H10O, computed with ωB97M-V/def2-TZVPD.

Element x y z (Å)
O: 1.660 -0.570 -1.219
C: 0.527 -1.013 -0.492
C: -0.771 -0.312 -0.981
C: -0.751 0.954 -0.140
C: -0.191 0.614 1.144
C: 0.744 -0.579 0.976
H: 1.539 -0.824 -2.143
H: 0.430 -2.106 -0.566
H: -0.751 -0.149 -2.064
H: -1.641 -0.936 -0.746
H: -1.345 2.090 0.742
H: -0.414 1.832 -0.671
H: -0.540 2.134 1.357
H: -0.815 0.573 2.027
H: 1.800 -0.316 1.098
H: 0.518 -1.390 1.678

Properties
HOMO-LUMO gap = 0.3513 Ha
calculated total energy = -7389.3136 eV
lowest unoccupied orbital energy = 0.57 eV
energy relative to the best compared isomer or geometry (same formula, charge and spin) = 526.0 kJ/mol



10.
C5H10O in the gas phase, computed with ωB97M-V/def2-TZVPD.

Element x y z (Å)
C: 2.028 -0.007 -0.997
O: 1.169 -0.749 -0.160
C: -0.167 -0.696 -0.547
C: -1.170 -1.236 0.412
C: -1.149 0.245 0.103
C: -0.730 1.210 1.186
H: 3.013 -0.480 -0.955
H: 2.118 1.040 -0.675
H: 1.680 -0.020 -2.040
H: -0.316 -0.910 -1.608
H: -0.782 -1.521 1.387
H: -1.972 -1.865 0.038
H: -1.940 0.607 -0.554
H: -0.294 2.126 0.770
H: 0.012 0.753 1.848
H: -1.596 1.497 1.795

Properties
HOMO-LUMO gap = 0.3802 Ha
calculated total energy = -7393.2108 eV
SMILES string = CO[C@H]1C[C@H]1C
lowest unoccupied orbital energy = 1.14 eV
energy relative to the best compared isomer or geometry (same formula, charge and spin) = 150.0 kJ/mol



11.
3 unconnected molecules or ions with the total composition C5H10O, computed with ωB97M-V/def2-TZVPD.

Element x y z (Å)
C: 1.512 -0.836 -0.199
C: 0.393 -0.103 0.497
C: 0.037 1.284 0.387
C: -1.104 0.972 -0.567
C: -1.017 -0.498 0.087
O: -1.154 -1.613 -0.744
H: 1.723 -1.786 0.303
H: 1.220 -1.079 -1.229
H: 2.427 -0.237 -0.201
H: 1.422 0.576 1.496
H: -0.240 1.844 1.274
H: 1.430 1.465 0.882
H: -2.055 1.512 -0.495
H: -0.800 0.869 -1.613
H: -1.706 -0.536 0.941
H: -2.089 -1.833 -0.820

Properties
HOMO-LUMO gap = 0.3519 Ha
calculated total energy = -7388.3503 eV
lowest unoccupied orbital energy = 0.68 eV
energy relative to the best compared isomer or geometry (same formula, charge and spin) = 619.0 kJ/mol



12.
A molecular structure, C5H10O, computed with ωB97M-V/def2-TZVPD.

Element x y z (Å)
C: -1.836 -1.675 -0.130
C: -0.538 -1.079 -0.524
C: -0.213 0.245 0.208
O: -0.681 0.475 1.320
C: 1.018 0.920 -0.276
C: 1.747 1.741 0.654
H: -2.043 -2.653 -0.567
H: -1.906 -1.797 0.951
H: -2.671 -1.030 -0.411
H: -0.478 -0.909 -1.604
H: 0.281 -1.766 -0.297
H: -0.070 1.248 -1.093
H: 1.631 0.420 -1.028
H: 1.990 1.152 1.544
H: 2.657 2.158 0.221
H: 1.113 2.549 1.031

Properties
HOMO-LUMO gap = 0.3696 Ha
calculated total energy = -7392.7676 eV
lowest unoccupied orbital energy = 0.83 eV
energy relative to the best compared isomer or geometry (same formula, charge and spin) = 192.8 kJ/mol



13.
C5H10O in the gas phase, computed with ωB97M-V/def2-TZVPD.

Element x y z (Å)
C: 1.511 -0.078 1.166
C: 0.910 -0.003 -0.226
C: -0.007 -1.054 -0.826
C: -0.556 0.274 -0.410
C: -1.502 0.250 0.768
O: -0.996 1.169 -1.401
H: 2.566 -0.368 1.131
H: 1.454 0.881 1.702
H: 0.984 -0.816 1.778
H: 1.590 0.304 -1.017
H: 0.080 -1.182 -1.901
H: -0.221 -1.948 -0.250
H: -2.496 0.005 0.379
H: -1.562 1.210 1.290
H: -1.224 -0.529 1.485
H: -0.243 1.709 -1.669

Properties
HOMO-LUMO gap = 0.3847 Ha
calculated total energy = -7393.6372 eV
SMILES string = C[C@H]1C[C@]1(C)O
lowest unoccupied orbital energy = 1.01 eV
energy relative to the best compared isomer or geometry (same formula, charge and spin) = 108.8 kJ/mol



14.
C5H10O in the gas phase, computed with ωB97M-V/def2-TZVPD.

Element x y z (Å)
C: 1.590 1.292 0.682
C: 0.427 1.079 -0.287
C: -0.454 -0.057 0.156
C: -1.612 -0.615 -0.641
C: -1.258 -1.978 -0.044
O: 0.332 -1.374 -0.096
H: 2.181 0.375 0.790
H: 1.230 1.579 1.678
H: 2.262 2.078 0.328
H: -0.172 1.995 -0.368
H: 0.792 0.839 -1.290
H: -0.740 0.014 1.215
H: -2.610 -0.296 -0.333
H: -1.473 -0.406 -1.719
H: -1.247 -2.794 -0.770
H: 0.752 -1.731 0.700

Properties
HOMO-LUMO gap = 0.2936 Ha
calculated total energy = -7390.2317 eV
lowest unoccupied orbital energy = 0.80 eV
energy relative to the best compared isomer or geometry (same formula, charge and spin) = 437.4 kJ/mol



15.
C5H10O in the gas phase, computed with ωB97M-V/def2-TZVPD.

Element x y z (Å)
C: 1.562 0.114 -1.238
C: 0.785 0.601 -0.018
C: -0.304 -0.375 0.466
C: -1.538 -0.408 -0.430
C: -0.652 0.014 1.886
O: -1.729 0.413 2.257
H: 2.107 -0.809 -1.008
H: 2.294 0.865 -1.553
H: 0.901 -0.086 -2.088
H: 1.496 0.787 0.800
H: 0.306 1.565 -0.234
H: 0.147 -1.379 0.528
H: -1.912 0.606 -0.606
H: -2.347 -0.975 0.039
H: -1.314 -0.866 -1.399
H: 0.199 -0.067 2.602

Properties
HOMO-LUMO gap = 0.3966 Ha
calculated total energy = -7394.4461 eV
SMILES string = CC[C@H](C)C=O
lowest unoccupied orbital energy = 1.03 eV
energy relative to the best compared isomer or geometry (same formula, charge and spin) = 30.8 kJ/mol



16.
C5H10O in the gas phase, computed with ωB97M-V/def2-TZVPD.

Element x y z (Å)
C: -1.011 -1.069 -1.389
C: -0.280 0.188 -0.886
C: 0.220 0.099 0.537
C: -0.740 0.874 1.468
C: 1.925 -0.238 0.606
O: 2.082 1.024 0.276
H: -2.012 -1.198 -0.960
H: -0.426 -1.966 -1.170
H: -1.131 -0.994 -2.476
H: -0.937 1.060 -1.049
H: 0.624 0.351 -1.460
H: -1.621 1.325 0.958
H: -1.128 0.400 2.383
H: -0.113 1.703 1.769
H: 2.158 -0.996 -0.174
H: 2.391 -0.562 1.566

Properties
HOMO-LUMO gap = 0.3293 Ha
calculated total energy = -7390.8122 eV
lowest unoccupied orbital energy = -0.02 eV
energy relative to the best compared isomer or geometry (same formula, charge and spin) = 381.4 kJ/mol



17.
A molecular structure, C5H10O, computed with ωB97M-V/def2-TZVPD.

Element x y z (Å)
C: -0.083 -0.299 1.823
C: -0.041 0.744 0.718
C: 1.510 0.572 -0.368
C: 0.231 0.250 -0.866
C: -0.215 -1.184 -1.079
O: -0.389 1.137 -1.766
H: -0.317 0.187 2.777
H: -0.838 -1.072 1.653
H: 0.899 -0.771 1.910
H: -1.012 1.213 0.520
H: 1.712 1.614 -0.676
H: 0.601 1.580 1.029
H: 0.251 -1.566 -1.992
H: -1.306 -1.248 -1.192
H: 0.089 -1.829 -0.255
H: -1.093 0.674 -2.238

Properties
HOMO-LUMO gap = 0.3415 Ha
calculated total energy = -7390.8456 eV
lowest unoccupied orbital energy = 0.87 eV
energy relative to the best compared isomer or geometry (same formula, charge and spin) = 378.2 kJ/mol



18.
C5H10O in the gas phase, computed with ωB97M-V/def2-TZVPD.

Element x y z (Å)
C: 1.744 -1.425 0.687
C: 0.515 -1.071 -0.146
C: -0.389 -0.031 0.530
C: -1.287 0.648 -0.482
C: -1.282 2.100 -0.668
O: -0.586 1.257 -1.568
H: 2.401 -2.129 0.166
H: 2.334 -0.525 0.893
H: 1.480 -1.874 1.650
H: -0.061 -1.975 -0.383
H: 0.843 -0.649 -1.103
H: -0.986 -0.487 1.332
H: 0.241 0.734 1.001
H: -2.175 0.093 -0.791
H: -2.132 2.623 -1.104
H: -0.660 2.711 -0.014

Properties
HOMO-LUMO gap = 0.4220 Ha
calculated total energy = -7393.4472 eV
SMILES string = CCC[C@H]1CO1
lowest unoccupied orbital energy = 1.24 eV
energy relative to the best compared isomer or geometry (same formula, charge and spin) = 127.2 kJ/mol



19.
C5H10O in the gas phase, computed with ωB97M-V/def2-TZVPD.

Element x y z (Å)
C: 2.053 0.219 0.088
C: 0.823 -0.255 -0.687
C: -0.432 -0.262 0.160
O: -0.325 -1.116 1.273
C: -1.228 0.933 0.571
C: -1.803 -0.050 -0.423
H: 2.960 0.117 -0.518
H: 2.182 -0.369 1.001
H: 1.960 1.272 0.377
H: 0.982 -1.286 -1.033
H: 0.678 0.361 -1.583
H: -0.796 -1.938 1.114
H: -1.523 0.779 1.597
H: -1.029 1.967 0.312
H: -2.629 -0.690 -0.123
H: -1.858 0.275 -1.462

Properties
HOMO-LUMO gap = 0.4012 Ha
calculated total energy = -7393.6152 eV
SMILES string = CCC1(O)CC1
lowest unoccupied orbital energy = 1.02 eV
energy relative to the best compared isomer or geometry (same formula, charge and spin) = 111.0 kJ/mol



20.
C5H10O in the gas phase, computed with ωB97M-V/def2-TZVPD.

Element x y z (Å)
C: 1.735 -1.073 0.043
C: 0.735 0.058 -0.235
O: 1.402 1.294 -0.009
C: -0.613 -0.114 0.458
C: -1.704 -0.833 -0.199
C: -1.755 0.672 -0.027
H: 2.646 -0.955 -0.596
H: 2.097 -0.983 1.105
H: 1.255 -2.058 -0.043
H: 0.442 0.002 -1.329
H: 0.595 1.912 0.164
H: -0.628 -0.322 1.554
H: -1.573 -1.155 -1.244
H: -2.341 -1.444 0.384
H: -2.392 1.081 0.745
H: -1.706 1.312 -0.910

Properties
HOMO-LUMO gap = 0.4106 Ha
calculated total energy = -7393.4162 eV
SMILES string = C[C@H](O)C1CC1
lowest unoccupied orbital energy = 1.07 eV
energy relative to the best compared isomer or geometry (same formula, charge and spin) = 130.2 kJ/mol